Model i:
Formula: CH6OS2
Source: the OMol25 dataset
Level of theory: ωB97M-V with the def2-TZVPD basis set

Computed properties:
structure (SMILES): CO.SS
LUMO level: 0.280 eV

Structure (ORCA input):
```
! wB97M-V def2-TZVPD RIJCOSX def2/J DEFGRID3
* xyz 0 1
C -2.71 -0.61 -0.52
O -2.19 0.29 0.45
H -3.62 -1.14 -0.20
H -1.98 -1.37 -0.82
H -3.03 -0.04 -1.39
H -2.01 -0.25 1.21
S 1.40 0.03 1.06
S 1.17 0.15 -1.03
H 1.31 1.36 1.30
H -0.16 0.36 -0.97
*
```



Model ii:
Formula: CH6OS2
Source: the OMol25 dataset
Level of theory: ωB97M-V with the def2-TZVPD basis set

Computed properties:
structure (SMILES): CSS.O
LUMO level: 0.705 eV

Structure (ORCA input):
```
! wB97M-V def2-TZVPD RIJCOSX def2/J DEFGRID3
* xyz 0 1
C -1.62 -0.39 0.80
S -1.02 0.84 -0.32
S 0.69 0.78 -1.13
H -2.02 -1.10 0.15
H -2.41 0.18 1.27
H -1.26 -0.94 1.66
H 1.65 1.41 -0.59
O 1.87 -2.22 1.54
H 1.44 -2.84 2.17
H 2.72 -2.44 1.36
*
```



Model iii:
Formula: CH6OS2
Source: the OMol25 dataset
Level of theory: ωB97M-V with the def2-TZVPD basis set

Computed properties:
structure (SMILES): CSS.O
LUMO level: 0.320 eV

Structure (ORCA input):
```
! wB97M-V def2-TZVPD RIJCOSX def2/J DEFGRID3
* xyz 0 1
C 1.07 -1.25 0.14
S 1.88 0.41 -0.25
S 0.67 2.09 -0.14
H 0.82 -1.64 -0.84
H 1.82 -1.85 0.66
H 0.17 -1.15 0.74
H 0.39 2.08 1.15
O -2.35 0.05 -0.47
H -1.50 0.50 -0.56
H -2.98 0.77 -0.45
*
```



Relative to the most stable one, in eV, the structures come out at model i 0.308; model ii 1.358; model iii 0.000.